(1)
{"formula": "C37H51N3O2PtSe", "method": "ωB97M-V/def2-TZVPD", "elements": ["Pt", "C", "C", "C", "C", "C", "C", "C", "Se", "C", "C", "C", "C", "C", "C", "O", "C", "C", "C", "C", "C", "C", "C", "C", "C", "O", "C", "C", "C", "C", "C", "C", "H", "H", "H", "H", "H", "H", "H", "H", "H", "H", "H", "H", "H", "H", "H", "H", "H", "H", "H", "H", "H", "H", "H", "H", "H", "H", "H", "H", "H", "H", "H", "H", "H", "H", "H", "H", "H", "H", "H", "H", "C", "N", "C", "C", "N", "H", "H", "H", "H", "H", "H", "N", "C", "C", "C", "C", "C", "C", "H", "H", "H", "H", "H"], "xyz": [[0.17486, -0.05696, -0.79260], [-2.38889, 2.82442, 6.20689], [-3.11393, 3.54860, 5.07165], [-2.72059, 5.03408, 5.12126], [-4.62307, 3.42951, 5.33823], [-2.76459, 2.96459, 3.70504], [-1.73308, 2.05549, 3.49521], [-1.43793, 1.53840, 2.23937], [0.09534, 0.34897, 2.06846], [1.53637, 1.63924, 2.28699], [1.66493, 2.29238, 3.50573], [2.59971, 3.30516, 3.70441], [3.35175, 3.67330, 2.58387], [3.29244, 3.03434, 1.36016], [2.48991, 1.83306, 1.22208], [2.60662, 1.03412, 0.25918], [4.18148, 3.57479, 0.22696], [5.63364, 3.14461, 0.48370], [3.77862, 3.08607, -1.17098], [4.10976, 5.11385, 0.18628], [2.83220, 4.00091, 5.04357], [2.39818, 5.47232, 4.95966], [2.05283, 3.33298, 6.17600], [4.32394, 3.94760, 5.41270], [-2.27241, 1.80675, 1.10026], [-2.14952, 1.22735, -0.01185], [-3.27395, 2.84105, 1.31030], [-3.48377, 3.36096, 2.57103], [-4.10687, 3.29818, 0.11026], [-3.16877, 3.80304, -0.99740], [-4.93686, 2.12176, -0.43046], [-5.07605, 4.43100, 0.45412], [-2.71687, 3.22275, 7.17168], [-1.31050, 2.95912, 6.13822], [-2.60060, 1.75357, 6.18484], [-2.98149, 5.48067, 6.08805], [-3.23016, 5.59313, 4.33367], [-1.64478, 5.14172, 4.96624], [-4.86163, 3.77205, 6.35114], [-4.94358, 2.39074, 5.23763], [-5.20380, 4.02908, 4.63558], [-1.12229, 1.73123, 4.32464], [0.99897, 2.00070, 4.30356], [4.03541, 4.51194, 2.68908], [5.70108, 2.05532, 0.45734], [5.97391, 3.48345, 1.46520], [6.30506, 3.55554, -0.27976], [3.75480, 2.00186, -1.21928], [4.48849, 3.48444, -1.90557], [2.77729, 3.44045, -1.42943], [4.64336, 5.58230, 1.01601], [3.06826, 5.44099, 0.22277], [4.55653, 5.48189, -0.74288], [1.33158, 5.53850, 4.73422], [2.94121, 5.98797, 4.16483], [2.58945, 5.99511, 5.90412], [0.97820, 3.43122, 6.02666], [2.30518, 3.80156, 7.13196], [2.29326, 2.27003, 6.23888], [4.93193, 4.50086, 4.69514], [4.67337, 2.91343, 5.41968], [4.49195, 4.38097, 6.40500], [-4.25924, 4.10826, 2.70020], [-2.45924, 3.01835, -1.26108], [-2.62048, 4.68409, -0.64951], [-3.74036, 4.08535, -1.88910], [-4.27318, 1.30209, -0.69920], [-5.51149, 2.43136, -1.31146], [-5.63510, 1.77312, 0.33587], [-4.55162, 5.31236, 0.83363], [-5.81397, 4.11928, 1.19750], [-5.61589, 4.72449, -0.45121], [-0.25862, 4.57545, 1.03532], [0.13117, 4.31177, -0.34964], [-0.11468, 5.37311, -1.30676], [0.12100, 3.05735, -0.78206], [0.11683, 1.96556, -1.15513], [0.22205, 5.50222, 1.35504], [0.08774, 3.76449, 1.67128], [-1.34595, 4.66579, 1.13572], [0.44828, 6.25873, -1.00417], [-1.17759, 5.63437, -1.36116], [0.21992, 5.06091, -2.29407], [0.43494, -1.91795, -0.70407], [1.16131, -2.71128, 0.09144], [0.87417, -4.09805, 0.21287], [1.62526, -4.92506, 1.02620], [2.71321, -4.43485, 1.74634], [3.02813, -3.07815, 1.62835], [2.28204, -2.23367, 0.83406], [0.03030, -4.49471, -0.34064], [1.36497, -5.97720, 1.10195], [3.29501, -5.08818, 2.38610], [3.87438, -2.67596, 2.17666], [2.53363, -1.18173, 0.72553]], "forces_ev_per_a": [[0.166, -1.111, -0.079], [-0.043, -0.008, -0.036], [0.006, 0.044, 0.013], [-0.007, -0.034, 0.022], [0.016, -0.012, 0.007], [0.062, 0.018, 0.039], [-0.024, 0.056, -0.153], [0.152, -0.139, 0.232], [-0.009, 0.349, -0.244], [-0.160, -0.003, 0.215], [0.001, 0.086, -0.182], [-0.007, -0.062, 0.033], [-0.057, 0.042, 0.001], [0.038, 0.118, 0.017], [-0.099, 0.015, -0.033], [0.089, -0.106, 0.049], [-0.013, -0.041, -0.031], [-0.028, -0.038, -0.036], [-0.030, -0.011, 0.014], [0.055, -0.035, 0.019], [0.002, 0.026, -0.020], [0.015, -0.015, 0.013], [0.031, -0.007, -0.025], [-0.024, -0.003, 0.005], [0.036, 0.009, -0.057], [-0.294, -0.092, 0.167], [-0.138, 0.005, 0.076], [-0.037, -0.031, -0.040], [0.006, -0.096, -0.073], [-0.051, -0.016, 0.017], [0.042, -0.011, 0.025], [0.022, 0.004, -0.017], [0.012, 0.009, 0.001], [0.076, -0.019, 0.002], [0.010, -0.003, 0.016], [0.001, 0.010, -0.005], [0.002, 0.007, -0.002], [0.001, 0.008, 0.000], [-0.007, 0.021, -0.008], [-0.005, -0.001, 0.010], [-0.006, -0.020, -0.010], [0.029, -0.048, 0.075], [-0.031, -0.028, 0.104], [0.011, -0.002, -0.016], [0.020, -0.003, 0.000], [-0.004, 0.013, 0.008], [-0.001, -0.011, -0.008], [-0.001, 0.037, -0.033], [-0.015, 0.065, 0.002], [0.000, -0.023, -0.006], [-0.024, 0.012, 0.026], [-0.013, 0.006, -0.026], [0.032, -0.002, 0.017], [-0.003, -0.001, -0.006], [-0.010, 0.011, 0.002], [-0.003, 0.010, 0.001], [-0.076, -0.023, -0.009], [-0.013, 0.019, -0.002], [-0.015, -0.005, 0.023], [0.005, -0.020, -0.009], [0.004, -0.001, 0.011], [0.007, 0.019, -0.004], [-0.005, 0.011, -0.010], [-0.030, 0.025, -0.016], [-0.216, -0.119, 0.002], [-0.016, 0.020, 0.007], [-0.008, -0.005, -0.004], [-0.007, 0.011, 0.011], [-0.020, 0.007, -0.007], [-0.002, 0.004, 0.022], [-0.004, 0.018, 0.010], [-0.002, -0.001, 0.002], [0.039, 0.072, 0.083], [0.037, 0.048, -0.017], [0.028, 0.068, -0.046], [-0.025, -0.056, -0.267], [0.262, 0.558, 0.385], [0.056, 0.013, -0.029], [0.029, -0.050, 0.018], [0.098, -0.015, 0.034], [0.036, -0.004, -0.005], [0.150, 0.036, -0.045], [0.028, -0.002, 0.004], [-0.241, 0.427, -0.433], [0.245, -0.125, 0.322], [-0.090, 0.030, -0.032], [0.053, -0.041, 0.049], [-0.037, 0.066, -0.024], [0.024, -0.112, 0.022], [-0.071, 0.135, -0.136], [0.001, 0.037, -0.024], [-0.019, 0.003, -0.007], [0.013, -0.007, -0.007], [-0.005, 0.021, 0.001], [-0.002, -0.016, 0.043]], "lowdin_charge": [0.720, -0.070, -0.562, -0.055, -0.067, -0.207, -0.101, -0.405, 1.078, -0.404, -0.104, -0.208, -0.030, -0.104, -0.449, -0.156, -0.532, -0.055, -0.061, -0.070, -0.562, -0.056, -0.070, -0.065, -0.451, -0.180, -0.117, -0.026, -0.533, -0.050, -0.051, -0.086, 0.075, 0.060, 0.089, 0.073, 0.074, 0.076, 0.070, 0.087, 0.067, 0.073, 0.072, 0.093, 0.089, 0.071, 0.071, 0.072, 0.072, 0.070, 0.063, 0.074, 0.071, 0.076, 0.073, 0.073, 0.061, 0.076, 0.089, 0.068, 0.087, 0.070, 0.085, 0.073, 0.047, 0.082, 0.075, 0.072, 0.081, 0.078, 0.075, 0.073, -0.016, -0.165, -0.064, -0.259, 0.026, 0.088, 0.080, 0.079, 0.080, 0.063, 0.094, -0.216, -0.475, -0.077, -0.156, -0.159, -0.127, -0.071, 0.085, 0.077, 0.069, 0.088, 0.067], "total_energy_ha": -4275.918458, "orbital_gap_ev": [4.68, 5.39], "de_lowest_kj_mol": 0.00, "multiplicity": 3, "charge": -2, "homo_ev": [-0.5, -1.2]}

---

(2)
{"formula": "C37H52FGeN8S2SeSiTi", "method": "ωB97M-V/def2-TZVPD", "elements": ["Ti", "N", "C", "S", "N", "N", "C", "C", "C", "C", "C", "C", "N", "H", "H", "H", "H", "H", "H", "H", "C", "Si", "C", "C", "N", "C", "C", "C", "C", "C", "C", "F", "H", "H", "H", "H", "H", "H", "H", "H", "H", "H", "H", "H", "H", "S", "C", "N", "C", "C", "C", "N", "H", "H", "H", "H", "H", "H", "H", "H", "C", "Ge", "C", "C", "C", "Se", "C", "H", "H", "H", "H", "H", "H", "H", "H", "H", "H", "H", "H", "H", "H", "C", "C", "C", "C", "C", "C", "N", "C", "C", "C", "C", "C", "C", "H", "H", "H", "H", "H", "H", "H", "H", "H", "H"], "xyz": [[-0.76468, 0.41388, -1.34945], [1.88488, -3.26295, -1.91732], [1.20245, -2.08126, -1.85192], [-0.18539, -2.03054, -0.85754], [1.77056, -1.10832, -2.55047], [1.07004, 0.05638, -2.46896], [1.66681, 1.11428, -2.90342], [0.93608, 2.38467, -2.83987], [1.44706, 3.55582, -3.37891], [0.64815, 4.68971, -3.35875], [-0.62797, 4.60161, -2.81924], [-1.05058, 3.39390, -2.28524], [-0.27905, 2.31143, -2.26521], [1.40389, -4.08762, -1.60562], [2.54399, -3.35942, -2.67210], [2.66659, 1.04664, -3.32177], [2.43744, 3.56536, -3.81052], [1.01312, 5.62058, -3.77055], [-1.30038, 5.44718, -2.80748], [-2.03431, 3.27915, -1.85543], [-3.64435, 1.77980, 2.42496], [-3.18105, 2.04404, 0.62398], [-3.43545, 3.89860, 0.25950], [-4.38694, 1.09759, -0.43860], [-1.52372, 1.59497, 0.22158], [-0.53235, 2.24558, 0.95682], [-0.72205, 3.29940, 1.87014], [0.33920, 3.91785, 2.51795], [1.64926, 3.51579, 2.30838], [1.88426, 2.45010, 1.44774], [0.80546, 1.86695, 0.83625], [1.03438, 0.76846, 0.03976], [-4.36097, 2.54676, 2.72865], [-2.77921, 1.83414, 3.08571], [-4.09030, 0.79702, 2.56758], [-3.76538, 4.42950, 1.15547], [-4.21023, 4.03778, -0.49852], [-2.53430, 4.40425, -0.08690], [-5.25750, 1.72755, -0.63664], [-4.73719, 0.19259, 0.05704], [-3.96505, 0.79716, -1.39518], [-1.72031, 3.65345, 2.07947], [0.12688, 4.73026, 3.20132], [2.47187, 4.01049, 2.80528], [2.87421, 2.05731, 1.25530], [-1.81467, -1.17637, 2.15263], [-1.07322, -1.84634, 3.50079], [-0.27499, -2.92080, 3.39531], [0.43916, -3.55086, 4.48823], [-0.30317, -3.28151, 5.78710], [-0.52271, -1.78266, 5.91441], [-1.20837, -1.30295, 4.72912], [-0.10492, -3.21736, 2.44816], [1.46312, -3.16193, 4.54984], [0.50593, -4.62047, 4.28648], [0.26329, -3.65955, 6.63750], [-1.26949, -3.78917, 5.76498], [0.44347, -1.27573, 6.02868], [-1.12839, -1.54023, 6.78755], [-1.82399, -0.51043, 4.77159], [5.60031, -1.88485, -0.34958], [5.58185, -2.22792, 1.57000], [7.01167, -3.46092, 2.08229], [5.81163, -0.55432, 2.54799], [3.85844, -3.07351, 1.96535], [2.33671, -1.86494, 1.74995], [2.42524, -0.97463, 3.47511], [6.30279, -1.09008, -0.60161], [4.60399, -1.58201, -0.67671], [5.88692, -2.78160, -0.89952], [7.99680, -3.04159, 1.87929], [6.92198, -4.39894, 1.53380], [6.95029, -3.68331, 3.14834], [6.82710, -0.18426, 2.40297], [5.64722, -0.68738, 3.61727], [5.11665, 0.20071, 2.17949], [3.81515, -3.56569, 2.93801], [3.69821, -3.84256, 1.20574], [3.26668, -0.29104, 3.54858], [2.47728, -1.71194, 4.27631], [1.49628, -0.41190, 3.56804], [-4.57134, -3.49553, -2.70800], [-4.11931, -2.91688, -1.52839], [-3.31214, -1.79526, -1.56186], [-2.91601, -1.22292, -2.77615], [-3.38103, -1.80760, -3.95767], [-4.19682, -2.92935, -3.91628], [-2.06235, -0.09751, -2.76065], [-2.09215, 0.65722, -3.97103], [-1.07173, 0.57465, -4.91155], [-1.06898, 1.40454, -6.02583], [-2.09980, 2.30850, -6.22918], [-3.15272, 2.35735, -5.32146], [-3.15218, 1.53472, -4.20835], [-5.20569, -4.37165, -2.68449], [-4.40098, -3.33206, -0.56873], [-2.98638, -1.35785, -0.62533], [-3.09814, -1.39203, -4.91512], [-4.54030, -3.36171, -4.84817], [-0.28418, -0.15472, -4.76333], [-0.25813, 1.33394, -6.74018], [-2.09265, 2.95930, -7.09353], [-3.97652, 3.04100, -5.48384], [-3.97255, 1.56504, -3.50162]], "forces_ev_per_a": [[-0.591, -0.290, 1.010], [-0.097, 0.076, 0.084], [0.380, -0.245, -0.196], [-0.050, 0.177, -0.127], [-0.420, 0.323, 0.052], [0.924, 0.221, -0.124], [-0.388, -0.159, 0.055], [0.311, -0.545, -0.082], [-0.249, 0.153, 0.090], [-0.018, -0.162, 0.063], [0.005, -0.058, -0.001], [0.062, 0.165, -0.017], [0.307, 0.301, -0.587], [-0.027, -0.005, -0.011], [0.034, 0.016, 0.011], [-0.027, 0.040, -0.004], [0.015, -0.015, -0.015], [-0.023, 0.028, -0.009], [0.020, 0.024, -0.007], [0.002, 0.019, -0.007], [0.074, 0.010, 0.027], [0.098, 0.062, -0.182], [-0.056, -0.013, -0.008], [-0.046, -0.005, 0.001], [0.166, -0.176, -0.067], [-0.260, -0.126, -0.007], [0.047, 0.119, -0.002], [-0.026, -0.033, -0.004], [0.034, -0.001, -0.021], [-0.038, -0.023, 0.038], [0.012, -0.121, 0.086], [-0.012, 0.063, -0.095], [-0.049, -0.012, 0.029], [0.014, 0.018, 0.016], [-0.019, -0.020, -0.007], [-0.043, 0.002, 0.003], [-0.005, 0.007, -0.027], [0.056, 0.004, 0.014], [-0.040, -0.006, 0.033], [0.000, -0.035, 0.023], [0.018, 0.052, -0.054], [0.005, 0.028, -0.014], [0.010, 0.011, 0.000], [0.006, -0.005, 0.015], [0.008, -0.007, 0.009], [-0.044, 0.031, 0.156], [0.206, 0.013, -0.097], [-0.307, -0.133, 0.056], [0.021, -0.038, 0.024], [-0.004, 0.004, -0.034], [0.043, 0.020, 0.018], [-0.134, -0.043, -0.003], [0.071, 0.007, -0.016], [-0.180, -0.214, 0.025], [-0.026, 0.005, 0.018], [0.030, 0.013, -0.006], [-0.002, -0.006, 0.026], [-0.019, -0.009, 0.031], [-0.002, -0.031, -0.011], [0.008, 0.050, 0.020], [-0.004, 0.033, -0.052], [0.050, -0.012, -0.002], [0.014, -0.063, 0.024], [-0.020, 0.064, 0.027], [0.028, -0.003, -0.066], [0.170, 0.000, -0.071], [-0.008, 0.075, 0.033], [0.011, -0.004, -0.007], [0.002, 0.021, -0.014], [-0.008, -0.017, -0.006], [0.009, 0.033, -0.018], [0.004, -0.019, -0.003], [0.018, -0.010, 0.011], [0.010, 0.010, -0.009], [0.018, -0.007, 0.013], [-0.014, 0.008, 0.003], [-0.030, 0.056, 0.027], [-0.016, -0.023, 0.041], [-0.005, -0.011, -0.044], [0.121, 0.184, -0.068], [-0.014, 0.025, -0.004], [-0.007, -0.017, -0.005], [0.024, 0.021, -0.017], [-0.024, -0.101, -0.018], [0.129, 0.109, 0.238], [-0.012, 0.000, 0.025], [-0.013, 0.002, -0.014], [-0.216, -0.043, -0.307], [-0.113, 0.131, 0.119], [0.035, -0.076, 0.017], [0.015, -0.023, 0.008], [-0.029, 0.021, 0.015], [0.022, 0.015, -0.066], [0.057, 0.004, -0.004], [-0.016, -0.001, 0.003], [0.000, -0.022, 0.002], [0.021, 0.022, -0.001], [0.006, 0.016, -0.009], [-0.003, -0.018, 0.001], [0.015, 0.041, 0.025], [0.005, 0.010, -0.020], [-0.010, 0.003, -0.017], [-0.009, 0.015, -0.003], [0.003, 0.018, 0.022]], "lowdin_charge": [0.812, 0.070, -0.860, 0.645, 0.005, -0.125, -0.064, -0.239, -0.002, -0.039, -0.024, -0.093, 0.032, 0.078, 0.094, 0.132, 0.117, 0.111, 0.112, 0.094, -0.200, 0.403, -0.180, -0.156, -0.165, -0.314, -0.047, -0.088, -0.100, -0.018, -0.217, -0.052, 0.030, 0.012, 0.003, 0.028, 0.028, 0.012, 0.038, 0.034, -0.008, 0.076, 0.102, 0.097, 0.117, 0.658, -0.869, -0.014, -0.185, -0.157, -0.177, 0.006, 0.081, 0.079, 0.126, 0.116, 0.123, 0.114, 0.121, 0.119, -0.213, 0.730, -0.227, -0.226, -0.607, 0.879, -0.392, 0.018, 0.002, 0.018, 0.016, 0.016, 0.016, 0.020, 0.018, 0.007, 0.013, 0.009, 0.003, 0.002, 0.020, -0.110, -0.082, -0.115, -0.304, -0.022, -0.096, -0.107, -0.335, -0.045, -0.082, -0.101, -0.084, -0.035, 0.093, 0.105, 0.046, 0.107, 0.098, 0.111, 0.101, 0.096, 0.100, 0.111], "total_energy_ha": -8392.875113, "orbital_gap_ev": [6.64, 6.60], "de_lowest_kj_mol": 0.00, "multiplicity": 2, "homo_ev": [-7.1, -7.1]}